{
  "formula": "C46H113O31P7",
  "method": "wB97M-V/def2-TZVPD",
  "de_lowest_kj_mol": 7.9,
  "max_force_ha_per_bohr": 0.0834,
  "energy_ev": -178044.4024,
  "lumo_ev": 0.337,
  "smiles": "CCOP(=O)(OCC)OCC.CCOP(=O)(OCC)OCC.CCOP(=O)(OCC)OCC.CCOP(=O)(OCC)OCC.CCOP(=O)(OCC)OCC.CCOP(=O)(OCC)OCC.CCOP(=O)(OCC)OCC.CCOC(=O)OC",
  "elements": ["C", "C", "O", "P", "O", "O", "C", "C", "O", "C", "C", "H", "H", "H", "H", "H", "H", "H", "H", "H", "H", "H", "H", "H", "H", "H", "C", "C", "O", "P", "O", "O", "C", "C", "O", "C", "C", "H", "H", "H", "H", "H", "H", "H", "H", "H", "H", "H", "H", "H", "H", "H", "C", "C", "O", "P", "O", "O", "C", "C", "O", "C", "C", "H", "H", "H", "H", "H", "H", "H", "H", "H", "H", "H", "H", "H", "H", "H", "C", "C", "O", "P", "O", "O", "C", "C", "O", "C", "C", "H", "H", "H", "H", "H", "H", "H", "H", "H", "H", "H", "H", "H", "H", "H", "C", "C", "O", "P", "O", "O", "C", "C", "O", "C", "C", "H", "H", "H", "H", "H", "H", "H", "H", "H", "H", "H", "H", "H", "H", "H", "C", "C", "O", "P", "O", "O", "C", "C", "O", "C", "C", "H", "H", "H", "H", "H", "H", "H", "H", "H", "H", "H", "H", "H", "H", "H", "C", "C", "O", "P", "O", "O", "C", "C", "O", "C", "C", "H", "H", "H", "H", "H", "H", "H", "H", "H", "H", "H", "H", "H", "H", "H", "C", "C", "O", "C", "O", "O", "C", "H", "H", "H", "H", "H", "H", "H", "H"],
  "xyz": [[3.575185, 0.315560, 8.401948], [2.105805, 0.135830, 8.138678], [1.810095, 1.264510, 7.435948], [0.698615, 1.185210, 6.267408], [-0.759965, 1.235760, 6.562728], [1.180405, -0.134360, 5.421088], [0.823025, -0.318920, 4.040558], [1.505245, -1.623160, 3.601908], [1.169295, 2.433220, 5.314448], [1.268745, 3.822270, 5.691608], [0.692285, 4.733340, 4.589668], [3.793305, 1.177260, 9.032808], [3.923365, -0.613120, 8.854088], [4.149455, 0.457470, 7.486428], [1.897045, -0.789780, 7.602238], [1.653315, 0.046000, 9.126238], [-0.266945, -0.313950, 4.046988], [1.036385, 0.538610, 3.402428], [2.587745, -1.558700, 3.491698], [1.225865, -2.434090, 4.274548], [1.077855, -1.862950, 2.628288], [0.548565, 3.939050, 6.501428], [2.229525, 4.053680, 6.151438], [0.576705, 5.727210, 5.022048], [1.435865, 4.930900, 3.817548], [-0.294425, 4.488650, 4.196448], [2.385595, 2.869290, -3.491032], [1.834205, 3.651260, -2.277992], [1.400915, 4.934100, -2.768972], [1.282765, 6.208900, -1.774282], [1.527545, 5.937730, -0.314582], [2.348235, 7.266510, -2.443252], [3.020935, 8.319190, -1.687722], [3.777085, 9.300890, -2.594622], [-0.161435, 6.816720, -2.120082], [-0.871435, 7.740050, -1.273232], [-1.952855, 8.390800, -2.123282], [2.569135, 1.865320, -3.108322], [1.778715, 2.808530, -4.394412], [3.342655, 3.296230, -3.790802], [1.039365, 3.126450, -1.747972], [2.617135, 3.870210, -1.551932], [2.341385, 8.980450, -1.150082], [3.790285, 8.013130, -0.978832], [4.672775, 8.930370, -3.093162], [3.140245, 9.628890, -3.416182], [4.191225, 10.192380, -2.123622], [-1.284855, 7.151600, -0.454142], [-0.239925, 8.445810, -0.733612], [-2.502675, 9.100560, -1.505182], [-1.539395, 8.844380, -3.024062], [-2.745325, 7.734600, -2.483132], [-4.191415, -2.090440, 2.729748], [-4.666695, -0.691640, 3.129838], [-5.460705, -0.289610, 1.969888], [-6.546995, 0.932670, 2.039338], [-7.488615, 0.968880, 0.838088], [-7.259525, 0.766000, 3.473568], [-8.123775, 1.791070, 3.849878], [-9.510995, 1.178980, 4.188258], [-5.576435, 2.228220, 2.211178], [-4.944065, 2.657940, 1.024458], [-3.900545, 3.769140, 1.272338], [-3.537955, -2.612770, 3.428508], [-5.083715, -2.715280, 2.691328], [-3.714765, -2.130960, 1.750328], [-5.287855, -0.892420, 4.002748], [-3.890925, 0.030510, 3.384358], [-7.732945, 2.125450, 4.810888], [-8.330655, 2.622350, 3.175888], [-9.428435, 0.193540, 4.646728], [-10.022775, 1.734940, 4.973818], [-10.083075, 1.045930, 3.270048], [-4.417785, 1.838870, 0.534288], [-5.676955, 2.860260, 0.243418], [-3.183775, 3.408180, 2.009938], [-3.287445, 3.919840, 0.383798], [-4.315885, 4.700540, 1.657148], [0.654315, -1.490080, -3.431002], [0.111125, -0.596470, -4.585412], [1.140305, 0.268310, -5.060652], [2.095085, -0.128470, -6.296602], [1.400415, -0.498030, -7.531882], [3.088385, 1.104970, -6.443012], [3.587115, 1.386510, -7.786432], [4.632105, 2.483700, -7.559492], [3.093675, -1.161760, -5.622912], [3.996475, -1.842490, -6.413312], [4.715275, -2.743900, -5.392192], [0.795785, -0.914780, -2.516062], [-0.096475, -2.256600, -3.239052], [1.576635, -1.907260, -3.835212], [-0.305985, -1.209300, -5.384512], [-0.687805, 0.008850, -4.157152], [3.894685, 0.518720, -8.369902], [2.775085, 1.877680, -8.322582], [5.084245, 3.022330, -8.392282], [4.371665, 3.212580, -6.792022], [5.488765, 1.917070, -7.194552], [3.622795, -2.503010, -7.195722], [4.738745, -1.274500, -6.974132], [5.028835, -3.715970, -5.772782], [5.683675, -2.334460, -5.104692], [4.153295, -2.884820, -4.468932], [-4.947525, -0.557180, -1.400812], [-4.416425, -0.814740, -2.790212], [-3.985385, -2.148700, -2.724872], [-4.675415, -3.293580, -3.625762], [-5.207775, -2.893860, -4.935932], [-5.903395, -3.753280, -2.634042], [-5.794415, -4.711730, -1.545672], [-5.929915, -4.152340, -0.105442], [-3.591095, -4.486820, -3.505092], [-2.257445, -4.360240, -3.771202], [-1.858585, -5.417670, -4.823112], [-5.812665, -1.144850, -1.093762], [-4.169965, -0.601080, -0.638212], [-5.256995, 0.481480, -1.284582], [-5.222515, -0.756960, -3.521632], [-3.555655, -0.214760, -3.085472], [-6.432865, -5.580640, -1.705262], [-4.771235, -5.083110, -1.602902], [-6.983545, -3.985180, 0.118158], [-5.549955, -4.924050, 0.564028], [-5.496545, -3.154100, -0.043622], [-1.986025, -3.394780, -4.198202], [-1.674155, -4.362280, -2.850392], [-0.872765, -5.328920, -5.279582], [-1.913425, -6.433210, -4.430972], [-2.458265, -5.237090, -5.715232], [1.538155, -5.313100, -1.790252], [0.839085, -6.683750, -1.653632], [0.617785, -6.930180, -0.323432], [-0.445385, -5.996850, 0.413438], [-1.497645, -5.428430, -0.449892], [-0.963885, -6.883960, 1.672978], [-1.981835, -6.222450, 2.448748], [-3.358495, -6.838350, 2.131068], [0.491815, -4.887460, 1.215538], [1.746285, -5.269130, 1.748218], [1.531325, -5.606630, 3.300908], [2.068545, -5.159940, -2.730112], [0.887455, -4.448430, -1.659752], [2.304015, -5.120020, -1.039062], [-0.062265, -6.868910, -2.237902], [1.565135, -7.402270, -2.034002], [-1.843765, -6.170790, 3.528738], [-2.050935, -5.204920, 2.064108], [-4.144525, -6.616550, 2.852918], [-3.646445, -6.526080, 1.127238], [-3.155355, -7.909180, 2.143548], [2.167435, -6.184220, 1.331868], [2.413765, -4.409930, 1.682298], [0.701065, -6.291370, 3.473818], [2.442725, -6.029300, 3.723748], [1.368035, -4.690770, 3.868918], [4.187545, -2.232190, 0.290508], [3.252955, -1.153340, -0.169942], [3.193155, -0.134670, 0.767028], [4.226875, 1.180840, 0.540778], [4.073535, 1.880150, -0.805702], [3.825145, 2.080540, 1.879268], [3.989995, 1.624450, 3.187068], [4.799165, 2.647300, 4.089288], [5.690475, 0.543270, 0.791688], [6.667335, 0.327840, -0.165392], [7.553255, 1.513930, -0.453472], [4.086855, -3.048150, -0.425152], [5.244285, -1.982570, 0.195248], [3.875285, -2.537320, 1.289248], [3.530485, -0.738490, -1.138952], [2.266995, -1.601130, -0.294292], [2.966225, 1.589710, 3.559608], [4.255905, 0.575210, 3.315448], [4.234175, 3.576330, 4.165318], [4.920245, 2.256330, 5.099528], [5.754765, 2.835380, 3.599838], [7.329765, -0.482100, 0.140028], [6.202135, 0.049560, -1.111032], [8.085855, 1.678730, 0.483158], [8.259115, 1.298140, -1.255532], [6.992835, 2.430270, -0.638812], [-1.302535, -2.264750, -0.005432], [-1.711415, -0.791430, -0.073022], [-0.661595, 0.079530, 0.424478], [-0.758385, 1.375260, 0.318638], [-1.615545, 2.057850, -0.251932], [0.281965, 1.835000, 0.978828], [0.329495, 3.222700, 1.298548], [-0.731975, -2.487460, -0.907072], [-2.219795, -2.852230, -0.045392], [-0.795475, -2.511280, 0.927418], [-2.527985, -0.814980, 0.648618], [-2.014705, -0.455890, -1.064762], [-0.465535, 3.644640, 1.913358], [0.282905, 3.800330, 0.375358], [1.259885, 3.438380, 1.823868]],
  "atomic_forces_ev_per_a": [[0.9, -1.1, 0.1], [1.9, -1.5, 1.7], [-2.9, 1.7, -2.2], [-0.3, 1.0, -1.8], [1.9, -0.3, 0.2], [0.3, 2.1, 1.3], [-0.3, -0.3, 0.2], [-1.1, 0.5, -0.4], [0.4, -1.5, 0.2], [-2.6, -0.3, 0.7], [1.5, 0.7, 0.4], [-0.2, -0.1, 0.2], [0.4, 0.2, 0.3], [-0.2, -0.1, -0.2], [0.0, 0.1, -0.2], [-0.7, 0.4, -0.1], [-0.2, -0.8, -0.3], [0.7, 0.1, 0.2], [-0.1, 0.2, 0.2], [0.1, 0.1, 0.1], [0.1, -0.1, -0.2], [0.0, 0.1, 0.4], [0.3, 0.1, -0.8], [-0.1, 0.1, 0.3], [-0.2, -0.4, -0.5], [0.3, -0.6, 0.1], [0.2, 0.1, 1.0], [0.8, 0.0, -0.7], [-1.0, 2.3, 0.7], [0.9, -0.3, 0.9], [-0.4, 0.5, -2.0], [-0.1, -0.1, 0.9], [0.7, 1.2, -0.2], [0.0, -0.2, -1.5], [1.1, -0.4, -0.2], [-0.6, -0.7, 0.2], [-0.2, 0.1, 0.2], [0.1, -0.1, -0.3], [-0.4, 0.2, 0.4], [0.1, 0.0, 0.1], [-0.3, 0.1, -0.3], [0.1, -0.5, 0.0], [-0.6, -0.6, 0.1], [-0.5, -1.0, 0.1], [-0.1, -0.8, 0.1], [-0.2, 0.2, 0.1], [-0.6, 0.0, 0.7], [-0.3, -0.1, -0.1], [0.4, 0.3, -0.6], [0.3, 0.4, -0.1], [0.1, 0.3, 0.3], [0.4, -0.6, 0.2], [0.0, -0.3, -0.1], [-0.2, -1.3, -0.4], [-1.2, 1.1, 0.9], [-0.4, -0.5, -2.2], [2.4, 0.0, 2.9], [1.8, -0.4, -2.3], [-2.6, 0.1, 2.6], [0.5, -0.4, -0.1], [-1.3, -0.9, 0.7], [1.2, 0.5, -1.7], [-0.4, -0.7, 0.4], [0.2, 0.5, 0.3], [-0.1, 0.0, -0.3], [-0.1, 0.2, 0.0], [-0.3, 0.7, 0.0], [0.0, 0.1, -0.3], [0.2, 0.6, -0.2], [0.8, -0.2, -0.4], [0.5, -0.2, -0.2], [-0.2, 0.5, -0.5], [-0.3, 0.2, 0.2], [0.4, -0.4, 0.4], [-0.3, 0.8, 0.3], [-0.1, -0.1, 0.2], [-0.4, 0.1, -0.2], [-0.1, 0.0, -0.2], [-0.5, 0.5, -1.3], [-0.1, -0.8, 1.3], [1.1, 0.2, -1.0], [-0.8, 1.1, 0.6], [0.3, -0.4, 0.2], [-0.2, -0.3, -0.5], [-1.0, 2.7, -0.1], [1.6, -1.2, 0.4], [-1.6, 0.4, -0.1], [2.1, -2.7, 0.1], [1.4, -0.2, -0.1], [0.3, 0.0, -0.1], [0.1, -0.2, 0.1], [0.1, -0.3, 0.6], [0.1, 0.1, -0.1], [0.1, 0.3, -0.4], [0.2, 0.0, 0.5], [-0.3, -0.5, -0.2], [-0.8, -0.2, -0.5], [-0.4, -0.2, -0.1], [0.3, 0.3, 0.5], [-1.2, 0.2, 0.1], [-0.1, 0.9, 0.4], [-0.5, -0.2, -0.3], [-0.1, 0.5, 0.2], [-0.2, 0.0, -0.3], [0.0, 1.8, 0.6], [-1.1, 0.0, 0.7], [1.1, -2.3, -1.3], [-1.0, -0.3, 1.9], [0.8, -0.2, 0.7], [0.5, -0.4, -0.6], [1.8, 0.2, 0.4], [-1.3, 0.2, -1.5], [-3.2, 0.7, 0.5], [2.9, 0.3, -1.4], [0.2, 0.3, 0.0], [0.2, -0.2, -0.4], [0.0, -0.6, -0.1], [-0.3, 0.2, -0.3], [0.1, 0.4, -0.2], [-0.2, 0.3, 0.1], [-0.4, 0.4, -0.3], [0.0, -0.3, 0.0], [-0.1, -0.1, 0.2], [0.2, 0.4, 0.2], [0.6, -0.3, 0.3], [-0.4, 0.4, -0.2], [-0.1, -0.6, 0.2], [0.5, 0.4, 0.7], [-0.4, 0.0, -0.2], [-0.6, -0.5, 0.2], [-0.2, 0.7, -0.5], [1.8, 0.9, -2.3], [-1.3, -0.7, 2.8], [0.5, 0.6, 1.7], [0.8, -0.2, 0.7], [0.5, 0.0, -0.8], [-1.9, 1.1, -0.8], [1.1, -0.5, -0.1], [-1.3, -0.8, -2.0], [-0.3, -0.8, 3.2], [0.6, 0.7, -1.0], [-0.3, -0.3, -0.3], [-0.5, -0.1, -0.2], [0.1, -0.7, 0.3], [-0.1, 0.7, -0.1], [0.0, -0.4, 0.4], [0.9, -0.5, -0.2], [0.2, 0.4, 0.5], [0.2, 0.2, 0.0], [-0.1, -0.2, 0.0], [-0.5, -0.2, -0.1], [-0.1, 0.3, -0.6], [0.0, -0.2, -0.3], [0.1, 0.0, -0.2], [0.1, -0.2, -0.1], [-0.3, 0.1, -0.1], [0.2, -0.6, -0.8], [0.2, -0.7, -1.1], [1.2, 3.5, 1.0], [-1.7, 0.3, -0.9], [0.4, -1.6, 3.4], [1.5, -1.2, -3.8], [-0.9, 0.4, 2.8], [-0.7, -1.1, -1.4], [-1.8, 0.9, 1.7], [0.8, -0.1, -2.5], [0.0, 0.5, 1.2], [-0.2, -0.4, 0.2], [-0.1, 0.3, 0.6], [0.4, -0.2, 0.0], [0.1, -0.1, -0.3], [-0.3, 0.3, 0.2], [-0.1, 0.3, 0.4], [0.9, 0.1, -0.5], [0.1, 0.0, -0.2], [0.1, -0.1, -0.1], [0.1, 0.1, 0.3], [-0.4, -0.2, 0.3], [-0.2, -0.3, 0.0], [0.5, 0.3, -0.1], [-0.1, 0.0, 0.0], [-0.1, -0.2, -0.4], [0.1, 0.8, -0.9], [-0.1, -0.5, 0.9], [-0.4, -2.2, -0.4], [-1.5, 1.9, -0.8], [1.3, -1.5, 0.9], [0.6, 0.7, 1.2], [0.2, 1.2, -0.8], [0.4, -0.5, 0.3], [0.0, -0.1, -0.1], [0.2, 0.1, -0.2], [-0.3, 1.2, -0.2], [-0.1, -0.1, 0.2], [-0.4, -0.8, 0.2], [0.3, 0.1, 0.1], [0.1, -0.4, -0.3]],
  "mulliken_charge": [-1.20, -0.12, -0.26, 0.34, -0.77, -0.21, 0.36, -0.65, 0.29, -0.41, -1.17, 0.31, 0.40, 0.25, 0.31, 0.29, 0.40, -0.34, 0.17, 0.39, -0.05, 0.42, 0.33, 0.48, 0.25, 0.21, -1.17, 0.67, -0.51, 0.73, -0.54, -0.36, 0.08, -1.36, -0.20, -0.06, -1.26, 0.09, 0.44, 0.46, -0.43, 0.45, 0.20, 0.25, 0.33, 0.34, 0.39, 0.20, 0.30, 0.39, 0.31, 0.30, -0.99, -0.20, 0.37, 0.55, -0.73, -0.27, -0.28, -1.30, -0.39, 0.67, -1.31, 0.44, 0.44, -0.12, 0.38, 0.24, 0.35, 0.31, 0.30, 0.38, 0.33, -0.43, 0.37, 0.17, 0.36, 0.42, 1.09, -0.76, -0.01, 0.17, -0.80, -0.06, -0.20, -1.20, 0.17, -0.23, -1.13, -0.22, -0.56, 0.08, 0.43, 0.23, 0.40, 0.28, 0.39, 0.25, 0.29, 0.36, 0.26, 0.38, 0.30, 0.12, -0.16, -0.93, 0.33, 0.59, -0.79, -0.43, 0.00, -0.47, -0.15, 0.68, -1.62, 0.51, -0.41, 0.44, 0.53, 0.17, 0.34, 0.00, 0.46, 0.22, -0.29, 0.13, -0.06, 0.39, 0.31, 0.45, -0.62, -0.49, -0.35, -0.47, 0.07, -0.46, -0.03, -1.03, 0.85, 0.07, -1.08, 0.51, -0.07, 0.25, 0.25, 0.38, 0.47, -0.08, 0.43, 0.01, 0.34, 0.49, -0.13, 0.26, 0.42, 0.10, -0.97, 0.22, 0.45, 0.23, -0.46, -0.18, 0.58, -1.24, -0.31, -0.18, -1.44, 0.35, 0.19, 0.05, 0.32, -0.16, -0.36, 0.24, 0.25, 0.30, 0.36, 0.44, 0.25, 0.36, 0.39, 0.30, -0.24, 0.58, -0.06, -0.39, -0.64, 0.80, -0.21, -0.26, -0.01, 0.35, -0.80, 0.40, -0.02, 0.16, -0.08]
}